Entry 1:
23
Properties=species:S:1:pos:R:3:forces:R:3 method="wB97M-V/def2-TZVPD" gap_ha=0.26417 homo_energy_ev=-7.41 relative_energy_kj_mol=378.7 smiles="CN1C=c2ccccc2=CC(=O)N1" e_lumo_ev=-0.226
H -0.183923 2.244503 -0.455091 2.044 -1.165 0.299
O 2.518644 -2.220618 -1.093591 0.824 -1.494 -0.913
H 3.186715 2.214620 -0.075764 0.818 0.094 -0.668
H 2.888668 1.668394 1.570126 0.725 -0.036 0.626
H 2.831671 0.160492 -1.495381 -0.151 0.714 0.094
H -4.003096 -1.763047 0.610946 1.262 0.601 -0.009
C 0.332943 1.219625 -0.301684 -2.684 -0.040 -0.261
C -1.801279 -1.679034 0.615152 -1.414 -2.081 2.543
C -3.092719 -0.000685 -0.401116 -0.384 0.449 -0.380
H -1.642132 -2.531462 1.352716 -0.434 0.783 -1.328
C -1.965923 0.683742 -0.722655 -1.171 -0.142 0.172
H 0.620874 -2.696907 0.982875 0.194 1.343 -1.016
N 1.567765 0.906863 0.236804 1.228 -0.471 -2.608
N 2.298052 -0.061955 -0.663379 -1.476 1.343 2.482
H -2.149282 1.694102 -1.039065 0.338 0.305 -0.574
C -0.623752 0.236191 -0.421929 -0.692 0.850 0.770
C -0.575291 -1.089389 0.205874 1.095 1.160 -0.977
H 1.935257 2.894142 0.848104 -1.080 0.897 0.190
C 1.944699 -1.354771 -0.521131 -3.168 -0.562 2.567
C 2.449090 1.994988 0.655969 -0.133 -1.307 0.041
C -3.053548 -1.225283 0.351528 0.602 -0.570 -0.441
H -4.073340 0.420465 -0.649292 0.446 0.011 0.132
C 0.589904 -1.714975 0.409990 3.210 -0.682 -0.742

Entry 2:
24
Properties=species:S:1:pos:R:3:forces:R:3 method="wB97M-V/def2-TZVPD" gap_ha=0.32542 homo_energy_ev=-8.89 relative_energy_kj_mol=229.2 smiles="O=C(c1ccccc1)n1ccnc1.O" e_lumo_ev=-0.039
H 4.809160 -0.795113 0.213944 -2.079 0.411 -0.158
H 1.770242 2.120610 -1.717987 -0.658 0.307 -0.162
H -3.819022 1.048476 -0.628821 -1.506 0.592 -1.001
C 3.680678 -0.618050 0.138118 0.314 -0.103 0.253
O 0.555675 2.057770 1.036181 0.242 0.743 0.344
H -0.470444 -1.923169 1.382124 1.200 0.165 0.250
H -2.511850 -2.786041 0.676191 -0.008 0.082 0.187
C -0.869352 0.230394 0.637108 -1.495 -3.067 -0.315
C 2.898790 0.360039 0.699434 0.904 2.177 1.629
H 0.197493 2.258639 -2.053697 0.481 0.491 -0.103
C -1.917510 1.002270 0.062804 4.237 -0.658 1.214
C -3.303004 -0.941165 -0.029478 -1.559 -0.606 -0.928
H 0.654714 -1.482524 -0.834198 1.838 0.620 0.278
C 1.632286 -1.035639 -0.464722 -1.132 -0.244 1.222
C -1.088916 -1.207627 0.897289 -0.923 2.784 -0.703
O 0.910512 1.680265 -1.777132 0.095 -0.678 -0.193
H -4.283802 -1.435628 -0.334305 1.401 0.893 0.481
C -2.324682 -1.725938 0.546965 0.143 -0.104 -0.070
C 0.419304 0.918092 0.721142 1.629 -1.605 0.102
N 1.579466 0.078794 0.400790 -0.363 -0.189 -0.734
H 3.141578 1.312727 1.341202 -0.468 -2.277 -1.443
C -3.075342 0.399218 -0.302065 -0.449 -0.189 0.820
H -1.431816 1.984805 -0.059447 -1.774 0.156 -0.446
N 2.845846 -1.501205 -0.551448 -0.070 0.298 -0.523

Entry 3:
24
Properties=species:S:1:pos:R:3:forces:R:3 method="wB97M-V/def2-TZVPD" gap_ha=0.35452 homo_energy_ev=-9.13 relative_energy_kj_mol=294.5 smiles="O=c1cc[nH]c(=O)[nH]1.c1ccccc1" e_lumo_ev=0.513
H 3.266133 -2.358226 0.953361 0.194 -0.352 -0.529
C 2.841303 -1.049184 -0.911335 0.723 0.817 4.284
N 3.034273 0.889798 1.021178 -0.125 0.790 -1.311
H -1.570736 -2.128419 0.179201 -0.482 0.640 -0.674
C -3.453979 -1.151470 0.278198 -4.158 -3.485 1.302
H -4.435880 2.108200 -0.509682 0.584 -0.461 0.449
O 2.520885 -1.945427 -1.597078 -0.594 -1.490 -2.332
C -4.248904 0.021099 0.339505 -2.284 1.961 -1.030
C -1.617488 0.005528 -0.541479 1.933 0.066 1.975
C -3.781695 1.244824 -0.312503 1.597 -3.286 1.581
H -5.364462 0.043976 0.819712 2.894 -0.441 -1.492
C 3.180625 -0.344318 1.514126 0.656 -2.354 -5.311
O 2.666955 2.513947 -0.496652 0.433 0.057 -0.279
C -2.353435 1.196072 -0.615566 -1.763 -0.013 -0.927
C 2.871455 1.349612 -0.258148 -1.235 -1.798 -0.762
H -3.757307 -2.305200 0.361430 -0.857 2.905 0.886
N 2.744205 0.315142 -1.222622 -0.584 1.772 -0.299
H -0.466080 0.112957 -0.543780 -1.954 -0.299 -0.604
C -2.185141 -1.232891 -0.031310 4.520 3.078 -1.809
H 2.214377 0.709542 -2.051298 1.109 -1.315 1.009
H -1.911593 2.117325 -1.032850 0.015 -0.665 0.345
H 3.171776 1.650078 1.569611 0.304 2.516 2.425
C 3.265710 -1.349930 0.581606 -1.183 1.792 0.197
H 3.368995 -0.413027 2.506381 0.257 -0.437 2.906

Entry 4:
24
Properties=species:S:1:pos:R:3:forces:R:3 method="wB97M-V/def2-TZVPD" gap_ha=0.32611 homo_energy_ev=-8.86 relative_energy_kj_mol=323.6 smiles="O=c1cc[nH]c(=O)[nH]1.c1ccccc1" e_lumo_ev=0.011
C -2.156305 0.474580 0.674349 -0.718 -1.527 2.157
H 2.992376 -1.117697 -0.904725 0.812 -1.156 0.162
H 2.672071 -1.742694 1.437231 -2.037 1.687 0.173
H 0.769923 2.400678 -0.717171 0.317 -0.335 1.090
O -1.257086 2.293104 -0.733224 -0.831 -3.910 1.053
C 2.079745 -0.791838 1.085960 0.361 -1.741 0.743
N -1.266085 -1.708547 0.294918 -0.647 -2.600 0.753
C 2.180238 0.785430 -0.736585 -1.944 -0.055 -0.815
C 1.158849 1.561688 -0.119896 3.484 -0.662 0.176
H -2.570072 -1.413688 1.870258 -0.380 0.424 -0.165
H -2.627337 1.223229 1.368312 0.161 -1.104 -0.927
C -2.155516 -0.925472 0.997065 1.906 4.228 -1.581
C -1.336587 1.074707 -0.400676 -1.380 0.415 -2.083
N -0.770244 0.013682 -1.192791 -2.077 2.637 1.502
H 2.505733 1.091373 -1.803054 -0.402 -0.667 1.910
H -1.173051 -2.718117 0.642539 0.137 2.171 -1.341
O 0.135383 -1.903509 -1.575874 -0.125 -1.880 0.338
H -0.340588 1.724245 1.483857 3.527 -1.050 0.054
C -0.615157 -1.286437 -0.857116 0.895 0.144 -0.176
C 0.731778 1.183669 1.192432 -4.473 2.598 -1.035
C 1.076051 0.026272 1.799129 2.710 -3.222 1.116
H -0.247095 0.250142 -2.001390 0.456 0.357 -0.598
H 0.718232 -0.403054 2.839566 0.576 1.380 -2.324
C 2.458194 -0.527120 -0.210917 -0.329 3.868 -0.180

Please write out number 4 again, unchanged.
24
Properties=species:S:1:pos:R:3:forces:R:3 method="wB97M-V/def2-TZVPD" gap_ha=0.32611 homo_energy_ev=-8.86 relative_energy_kj_mol=323.6 smiles="O=c1cc[nH]c(=O)[nH]1.c1ccccc1" e_lumo_ev=0.011
C -2.156305 0.474580 0.674349 -0.718 -1.527 2.157
H 2.992376 -1.117697 -0.904725 0.812 -1.156 0.162
H 2.672071 -1.742694 1.437231 -2.037 1.687 0.173
H 0.769923 2.400678 -0.717171 0.317 -0.335 1.090
O -1.257086 2.293104 -0.733224 -0.831 -3.910 1.053
C 2.079745 -0.791838 1.085960 0.361 -1.741 0.743
N -1.266085 -1.708547 0.294918 -0.647 -2.600 0.753
C 2.180238 0.785430 -0.736585 -1.944 -0.055 -0.815
C 1.158849 1.561688 -0.119896 3.484 -0.662 0.176
H -2.570072 -1.413688 1.870258 -0.380 0.424 -0.165
H -2.627337 1.223229 1.368312 0.161 -1.104 -0.927
C -2.155516 -0.925472 0.997065 1.906 4.228 -1.581
C -1.336587 1.074707 -0.400676 -1.380 0.415 -2.083
N -0.770244 0.013682 -1.192791 -2.077 2.637 1.502
H 2.505733 1.091373 -1.803054 -0.402 -0.667 1.910
H -1.173051 -2.718117 0.642539 0.137 2.171 -1.341
O 0.135383 -1.903509 -1.575874 -0.125 -1.880 0.338
H -0.340588 1.724245 1.483857 3.527 -1.050 0.054
C -0.615157 -1.286437 -0.857116 0.895 0.144 -0.176
C 0.731778 1.183669 1.192432 -4.473 2.598 -1.035
C 1.076051 0.026272 1.799129 2.710 -3.222 1.116
H -0.247095 0.250142 -2.001390 0.456 0.357 -0.598
H 0.718232 -0.403054 2.839566 0.576 1.380 -2.324
C 2.458194 -0.527120 -0.210917 -0.329 3.868 -0.180